1.
The following is a quantum chemistry calculation of a molecular structure, C21H23ClF3N5O3Tl, from the OMol25 dataset.

**Total charge**: +3
**F_max**: 0.15120 Eh/bohr
**Frontier orbital gap**: 1.95 eV
**HOMO energy**: -15.294 eV
**E_LUMO**: -13.3 eV
**Multiplicity**: 1
**Energy**: -2243.765848 a.u.

Each line ends with the Löwdin charge.
Cartesian coordinates (Å):
N: 2.706 -4.400 0.981  -0.01
C: 2.467 -3.894 -0.457  -0.20
C: 0.928 -3.319 -0.595  0.00
C: -0.257 -4.476 -0.770  0.04
C: -1.799 -3.954 -0.963  -0.36
Cl: -3.139 -5.252 -1.175  0.63
C: -2.260 -2.346 -0.994  -0.11
N: -3.723 -2.091 -1.227  0.13
C: -3.927 -0.603 -1.169  -0.06
C: -5.496 -0.074 -1.405  -0.26
O: -5.592 0.846 -2.586  -0.13
N: -5.040 0.266 -3.676  0.01
O: -5.171 1.094 -4.596  0.09
C: -2.814 0.555 -0.906  -0.06
C: -3.219 2.169 -0.824  -0.04
C: -4.079 2.356 0.560  -0.19
O: -3.750 1.251 1.521  -0.08
C: -3.840 3.778 1.341  -0.17
F: -4.058 3.491 2.806  0.02
F: -2.474 4.337 1.227  0.03
F: -4.892 4.791 0.988  0.03
N: -1.361 0.218 -0.728  0.12
C: -1.073 -1.256 -0.768  -0.06
C: 0.524 -1.701 -0.571  0.06
C: 1.652 -0.525 -0.401  -0.16
C: 2.731 -0.756 0.810  -0.17
C: 4.240 -0.577 0.111  -0.18
C: 4.495 1.002 -0.378  -0.16
N: 4.657 1.966 0.776  -0.15
C: 3.982 3.327 0.754  0.15
C: 4.494 3.960 2.179  0.05
C: 5.480 2.851 2.907  0.06
C: 5.549 1.539 1.927  0.15
H: 1.853 -4.230 1.574  0.08
H: 2.873 -5.442 0.970  0.10
H: 2.520 -4.859 -1.132  0.14
H: 3.295 -3.123 -0.756  0.11
H: 0.013 -5.620 -0.755  0.14
H: -6.166 -1.013 -1.708  0.11
H: -5.973 0.389 -0.442  -0.17
H: -3.796 2.553 -1.767  0.14
H: -2.202 2.780 -0.786  0.14
H: -5.249 2.287 0.349  0.16
H: -2.812 1.409 1.850  0.14
H: 1.213 0.563 -0.262  0.12
H: 2.250 -0.487 -1.434  0.15
H: 2.627 -1.778 1.372  0.11
H: 2.697 0.091 1.650  0.13
H: 5.105 -0.978 0.807  0.11
H: 4.334 -1.212 -0.896  0.12
H: 5.469 0.995 -1.070  0.16
H: 3.618 1.347 -1.084  0.13
H: 3.295 3.753 -0.095  0.17
H: 4.184 5.033 2.565  0.13
H: 6.043 2.943 3.930  0.13
H: 6.132 0.512 2.025  0.17
Tl: -7.266 -0.487 0.397  1.26



2.
The following is a quantum chemistry calculation of a single C3H2O3 molecule, from the OMol25 dataset.

**F_max**: 0.02151 Eh/bohr
**Frontier orbital gap (spin up / spin down)**: 7.15 / 7.18 eV
**HOMO energy (spin up / spin down)**: -8.598 / -8.738 eV
**Energy above the lowest of the compared OMol25 structures with the same formula, charge and spin**: 3.661 eV
**E_LUMO (spin up / spin down)**: -1.4 / -1.6 eV
**Multiplicity**: 1
**Energy**: -341.102258 a.u.

Each line ends with the Löwdin charge.
Cartesian coordinates (Å):
O: 1.913 -1.445 0.004  0.17
C: 0.842 -0.976 0.012  -0.08
C: 0.429 0.600 -0.299  -0.34
O: 1.152 1.347 -0.912  0.12
C: -0.954 0.609 0.096  -0.13
O: -1.506 -0.498 0.430  0.01
H: -0.579 -1.202 0.258  0.12
H: -1.402 1.544 0.441  0.14



3.
The following is a quantum chemistry calculation of a gas-phase ion, CH5N2S2 (charge +1), from the OMol25 dataset.

**Total charge**: +1
**F_max**: 0.07148 Eh/bohr
**Frontier orbital gap**: 9.35 eV
**HOMO energy**: -14.260 eV
**Energy above the lowest of the compared OMol25 structures with the same formula, charge and spin**: 1.287 eV
**E_LUMO**: -4.9 eV
**Multiplicity**: 1
**Energy**: -946.703423 a.u.

Each line ends with the Löwdin charge.
Cartesian coordinates (Å):
N: -0.740 -0.950 0.115  0.18
C: -0.393 0.280 0.120  -0.47
N: -1.332 1.223 0.178  0.14
S: 1.700 0.929 0.150  0.42
S: 2.648 -0.792 0.000  0.29
H: -1.682 -1.199 0.109  0.13
H: -0.090 -1.549 -0.302  0.08
H: -2.234 0.908 0.564  0.15
H: -1.037 2.191 0.422  0.14
H: 3.160 -1.041 -1.356  -0.06



4.
The following is a quantum chemistry calculation of a molecular structure, C49H52FGe2I2MnO4S5, from the OMol25 dataset.

**Total charge**: -1
**F_max**: 0.02891 Eh/bohr
**Frontier orbital gap (spin up / spin down)**: 6.10 / 7.88 eV
**HOMO energy (spin up / spin down)**: -5.709 / -5.796 eV
**Energy above the lowest of the compared OMol25 structures with the same formula, charge and spin**: 0.000 eV
**E_LUMO (spin up / spin down)**: 0.4 / 2.1 eV
**Multiplicity**: 4
**Energy**: -10190.791355 a.u.

Each line ends with the Löwdin charge.
Cartesian coordinates (Å):
Mn: 0.921 -3.114 -1.114  0.20
C: 6.301 -1.233 0.104  -0.04
C: 5.330 -0.232 -0.474  -0.25
C: 4.773 -0.417 -1.733  -0.03
C: 3.819 0.454 -2.250  -0.20
C: 3.257 0.218 -3.633  -0.07
C: 3.419 1.554 -1.476  -0.16
C: 4.026 1.801 -0.238  -0.25
C: 3.711 3.024 0.596  -0.04
C: 4.962 0.894 0.246  -0.02
C: 2.379 2.485 -2.028  -0.21
C: 2.804 3.692 -2.579  -0.03
C: 1.893 4.581 -3.130  -0.06
C: 0.548 4.250 -3.163  -0.03
C: 0.092 3.045 -2.630  -0.21
C: 1.006 2.162 -2.034  -0.20
Ge: 0.398 0.549 -1.110  0.11
S: 0.481 -1.260 -2.356  0.33
S: -1.688 0.655 -0.264  0.37
Ge: -0.654 -0.707 1.196  0.12
S: -0.716 -2.743 0.344  0.50
S: 1.292 0.341 0.921  0.38
C: -1.256 -0.703 3.061  -0.20
C: -0.451 -1.365 4.018  -0.21
C: -0.800 -1.310 5.364  -0.03
C: -1.934 -0.624 5.773  -0.06
C: -2.738 0.000 4.833  -0.04
C: -2.417 -0.032 3.476  -0.22
C: -3.370 0.633 2.529  -0.18
C: -3.419 2.026 2.442  -0.23
C: -2.450 2.917 3.189  -0.02
C: -4.356 2.618 1.594  -0.03
C: -5.226 1.861 0.828  -0.26
C: -6.238 2.510 -0.084  -0.05
C: -5.146 0.474 0.915  -0.02
C: -4.233 -0.156 1.749  -0.23
C: -4.169 -1.666 1.778  -0.02
C: 0.769 -2.137 3.607  -0.16
C: 0.657 -3.456 3.158  -0.24
C: -0.636 -4.239 3.206  -0.05
C: 1.788 -4.086 2.643  -0.02
C: 3.012 -3.447 2.578  -0.26
C: 4.199 -4.107 1.925  -0.04
C: 3.123 -2.168 3.121  -0.02
C: 2.027 -1.510 3.654  -0.24
C: 2.193 -0.141 4.277  -0.05
C: -1.364 2.736 -2.817  -0.18
C: -2.336 3.415 -2.078  -0.24
C: -1.961 4.374 -0.974  -0.03
C: -3.682 3.188 -2.357  -0.01
C: -4.082 2.303 -3.348  -0.26
C: -5.540 2.098 -3.680  -0.06
C: -3.098 1.618 -4.053  0.00
C: -1.745 1.820 -3.809  -0.20
C: -0.720 1.050 -4.615  -0.04
H: 6.603 -1.969 -0.644  0.08
H: 5.839 -1.774 0.936  0.06
H: 7.199 -0.742 0.486  0.08
H: 5.086 -1.265 -2.331  0.07
H: 3.831 -0.551 -4.152  0.05
H: 3.279 1.134 -4.231  0.08
H: 2.218 -0.123 -3.588  -0.01
H: 2.849 3.574 0.222  0.07
H: 4.567 3.706 0.609  0.08
H: 3.498 2.738 1.628  0.07
H: 5.403 1.068 1.226  0.12
H: 3.864 3.927 -2.566  0.12
H: 2.233 5.523 -3.547  0.10
H: -0.170 4.920 -3.626  0.12
H: -0.174 -1.822 6.088  0.12
H: -2.197 -0.584 6.825  0.10
H: -3.637 0.524 5.142  0.12
H: -1.736 2.348 3.782  0.07
H: -2.978 3.603 3.858  0.08
H: -1.877 3.519 2.478  0.08
H: -4.391 3.704 1.525  0.11
H: -6.128 3.597 -0.089  0.07
H: -7.258 2.275 0.233  0.08
H: -6.122 2.151 -1.110  0.04
H: -5.808 -0.136 0.305  0.12
H: -5.079 -2.093 1.355  0.08
H: -4.044 -2.048 2.793  0.08
H: -3.331 -2.044 1.184  0.04
H: -1.505 -3.607 3.389  0.07
H: -0.591 -4.980 4.011  0.09
H: -0.791 -4.776 2.270  0.05
H: 1.683 -5.083 2.225  0.12
H: 3.944 -5.105 1.568  0.08
H: 5.038 -4.191 2.621  0.08
H: 4.534 -3.523 1.064  0.06
H: 4.085 -1.659 3.100  0.11
H: 3.228 0.195 4.188  0.07
H: 1.928 -0.154 5.338  0.08
H: 1.554 0.606 3.803  0.05
H: -1.003 4.115 -0.522  0.08
H: -2.722 4.349 -0.192  0.06
H: -1.891 5.403 -1.342  0.08
H: -4.435 3.711 -1.771  0.10
H: -6.186 2.637 -2.986  0.05
H: -5.810 1.039 -3.646  0.09
H: -5.759 2.457 -4.689  0.08
H: -3.392 0.905 -4.821  0.12
H: -1.170 0.666 -5.532  0.08
H: -0.339 0.189 -4.056  -0.02
H: 0.138 1.671 -4.881  0.09
I: 1.079 -3.808 -5.954  0.69
C: 2.306 -4.817 -4.545  -1.12
I: 3.222 -3.522 -3.138  0.99
H: 3.097 -5.311 -5.089  -0.05
H: 1.696 -5.518 -3.988  -0.06
F: 2.205 -2.306 -0.186  -0.48
O: -0.753 -5.878 -0.258  -0.31
S: 0.275 -5.553 -1.208  0.32
O: 1.475 -4.852 -0.518  -0.46
O: -0.141 -4.318 -2.090  -0.49
O: 0.706 -6.633 -2.055  -0.30



5.
The following is a quantum chemistry calculation of a molecular structure, C28H34BN7RhSe, from the OMol25 dataset.

**Total charge**: +1
**F_max**: 0.06464 Eh/bohr
**Frontier orbital gap (spin up / spin down)**: 6.53 / 6.50 eV
**HOMO energy (spin up / spin down)**: -10.967 / -11.010 eV
**Energy above the lowest of the compared OMol25 structures with the same formula, charge and spin**: 1.161 eV
**E_LUMO (spin up / spin down)**: -4.4 / -4.5 eV
**Multiplicity**: 1
**Energy**: -4007.277662 a.u.

Each line ends with the Löwdin charge.
Cartesian coordinates (Å):
Rh: -0.150 0.161 -0.037  0.93
B: 0.280 -2.926 -1.832  -0.34
N: 1.143 -1.615 -2.056  -0.04
C: 2.169 -1.596 -2.893  -0.06
C: 2.770 -0.339 -2.879  -0.02
C: 2.023 0.382 -1.982  -0.13
N: 1.026 -0.390 -1.500  -0.11
N: -0.800 -2.752 -0.695  -0.05
C: -1.540 -3.764 -0.270  -0.06
C: -2.368 -3.333 0.764  -0.02
C: -2.061 -2.001 0.906  -0.14
N: -1.122 -1.644 0.005  -0.08
H: -0.271 -3.213 -2.866  0.07
H: 1.034 -3.801 -1.488  0.08
H: 2.413 -2.483 -3.457  0.14
H: 3.622 -0.010 -3.447  0.11
H: 2.112 1.411 -1.674  0.10
H: -1.439 -4.734 -0.730  0.14
H: -3.085 -3.912 1.320  0.11
H: -2.473 -1.271 1.583  0.09
C: -5.166 2.852 0.294  -0.10
C: -4.634 3.360 1.632  -0.24
C: -4.286 2.236 2.604  -0.17
C: -3.042 1.450 2.202  -0.15
N: -1.841 2.296 2.189  -0.01
C: -1.116 2.670 1.117  -0.65
Se: -1.436 2.205 -0.696  0.77
N: -0.135 3.483 1.538  -0.01
C: 0.859 4.171 0.706  -0.16
C: 0.550 5.654 0.572  -0.18
C: 1.553 6.366 -0.332  -0.25
C: 2.980 6.364 0.213  -0.10
C: -0.179 3.579 2.928  -0.14
C: 0.653 4.239 3.828  0.01
C: 0.342 4.105 5.166  -0.05
C: -0.759 3.338 5.592  -0.05
C: -1.577 2.684 4.692  0.01
C: -1.258 2.827 3.343  -0.14
H: -5.488 3.680 -0.337  0.08
H: -6.027 2.196 0.444  0.08
H: -4.412 2.294 -0.267  0.02
H: -5.388 3.994 2.101  0.11
H: -3.758 3.999 1.474  0.10
H: -5.114 1.524 2.655  0.13
H: -4.152 2.638 3.610  0.10
H: -3.157 1.032 1.203  0.08
H: -2.856 0.632 2.901  0.12
H: 0.856 3.697 -0.273  0.08
H: 1.832 4.002 1.167  0.12
H: 0.555 6.121 1.562  0.11
H: -0.460 5.762 0.169  0.12
H: 1.220 7.398 -0.457  0.11
H: 1.532 5.909 -1.326  0.11
H: 3.011 6.762 1.231  0.08
H: 3.631 6.986 -0.402  0.08
H: 3.419 5.363 0.227  0.06
H: 1.508 4.817 3.502  0.12
H: 0.960 4.596 5.906  0.12
H: -0.966 3.257 6.650  0.12
H: -2.412 2.084 5.026  0.12
N: 3.430 1.270 6.097  0.17
C: 2.912 1.006 5.106  -0.17
C: 2.243 0.714 3.853  -0.22
C: 2.757 1.230 2.663  -0.01
C: 2.083 1.009 1.471  -0.08
C: 0.906 0.287 1.511  -0.30
C: 0.402 -0.278 2.663  -0.07
C: 1.085 -0.054 3.854  -0.01
H: 3.676 1.802 2.676  0.13
H: 2.477 1.397 0.541  0.09
H: -0.505 -0.869 2.658  0.09
H: 0.719 -0.478 4.780  0.13